(1)
Entry from OMol25: C26H29Br2CsIN5O2S2 as an isolated structure in a non-equilibrium geometry (the ωB97M-V functional and the def2-TZVPD basis).

The geometry in XYZ format:
```
68
Properties=species:S:1:pos:R:3:forces:R:3:mulliken_charge:R:1
Cs -0.32465 -0.98263 -0.53488 1.2 0.1 -0.2 1.401
O -2.86327 -1.84338 0.19248 -0.3 -0.2 0.1 -0.599
S -3.70477 -1.08705 -0.73315 -0.6 -0.2 0.1 1.005
O -4.43697 -1.86560 -1.70629 0.1 0.0 0.0 -0.709
N -2.78976 0.03673 -1.29900 -0.3 0.3 -0.3 0.000
C -3.15364 0.84772 -2.35465 0.1 0.0 0.1 0.136
C -4.39919 0.92955 -2.94314 -0.1 0.1 -0.1 -0.654
C -4.65761 1.81225 -4.01216 0.0 -0.1 0.1 -0.965
C -3.68704 2.62103 -4.52081 0.1 0.0 0.0 -0.919
C -2.38784 2.56557 -3.95842 0.0 0.1 -0.1 1.087
C -1.32961 3.36366 -4.44854 0.0 0.0 0.0 -0.711
C -0.08877 3.26852 -3.89108 0.0 -0.1 0.1 -0.848
C 0.09022 2.36253 -2.82519 0.1 0.1 -0.1 -0.311
N -0.86351 1.61424 -2.33425 -0.1 0.0 0.0 -0.035
C -2.10984 1.69678 -2.88086 0.0 -0.1 0.0 0.000
C -4.93758 -0.31349 0.29424 0.1 0.1 0.2 0.073
C -4.51094 0.48224 1.35364 0.0 0.0 0.0 -0.403
C -5.44291 1.09895 2.16821 -0.1 0.0 0.0 -0.643
C -6.80246 0.92375 1.92505 0.1 0.0 0.0 -0.381
C -7.22076 0.13037 0.86971 0.0 0.0 0.0 -0.662
C -6.28682 -0.49241 0.04905 0.0 0.0 0.0 -0.077
H -5.19923 0.29053 -2.60049 0.0 0.0 0.0 0.375
H -5.65562 1.83244 -4.43241 0.0 0.0 0.0 0.388
H -3.88056 3.29584 -5.34479 0.0 0.0 0.0 0.360
H -1.52139 4.04158 -5.27237 0.0 0.0 0.0 0.400
H 0.74403 3.85896 -4.24794 0.0 0.0 0.0 0.403
H 1.07242 2.25445 -2.36970 0.0 0.0 0.0 0.594
H -3.45029 0.60583 1.53480 0.0 0.0 0.0 0.351
H -5.11457 1.71557 2.99502 0.0 0.0 0.0 0.392
H -7.53163 1.40696 2.56254 0.0 0.0 0.0 0.376
H -8.27764 -0.00876 0.68222 0.0 0.0 0.0 0.369
H -6.59314 -1.12336 -0.77453 0.0 0.0 0.0 0.483
Br 0.29908 -3.87908 1.42635 -0.1 -0.1 0.2 -0.129
C -1.14275 -3.09647 2.46074 0.1 0.1 0.0 -0.380
Br -0.73286 -1.28727 3.01042 -0.1 -0.2 0.1 -0.101
H -1.26472 -3.69648 3.35153 0.0 0.0 0.0 0.397
H -2.02488 -3.05486 1.83276 0.0 0.0 0.0 0.214
C 4.97944 -2.70755 -2.37662 0.0 0.0 0.0 -1.126
N 5.56100 -1.41988 -2.04022 0.0 0.0 0.0 0.186
C 6.93976 -1.49714 -1.57245 0.0 0.0 0.0 -1.150
C 4.75018 -0.39013 -1.66734 0.0 -0.1 0.1 -0.246
S 3.12656 -0.61435 -1.32836 0.0 0.1 -0.1 -0.106
N 5.35541 0.82682 -1.56761 0.0 0.0 0.0 0.207
C 6.37634 1.24254 -2.52174 0.0 0.0 0.0 -1.172
C 4.64670 1.92757 -0.94256 0.0 0.0 0.0 -0.966
H 5.72783 -3.28366 -2.92061 0.0 0.0 0.0 0.365
H 4.10176 -2.57063 -3.00111 0.0 0.0 0.0 0.370
H 4.68083 -3.25848 -1.48013 0.0 0.0 0.0 0.353
H 7.05671 -2.39491 -0.96121 0.0 0.0 0.0 0.413
H 7.17870 -0.63466 -0.95709 0.0 0.0 0.0 0.381
H 7.64877 -1.55114 -2.40133 0.0 0.0 0.0 0.305
H 6.57746 0.44782 -3.23338 0.0 0.0 0.0 0.380
H 7.30820 1.51838 -2.02344 0.0 0.0 0.0 0.304
H 6.01156 2.11168 -3.07458 0.0 0.0 0.0 0.418
H 4.16704 1.58722 -0.03095 0.0 0.0 0.0 0.228
H 3.87966 2.34489 -1.60304 0.0 0.0 0.0 0.332
H 5.37324 2.70306 -0.69763 0.0 0.0 0.0 0.396
I 3.18540 -0.09581 2.72524 0.1 -0.1 0.0 0.125
C 2.22391 1.56327 1.89445 -0.1 0.0 0.0 -0.260
C 2.77378 2.82660 2.07828 0.0 0.0 0.0 -0.431
C 2.11795 3.90391 1.50794 0.0 0.0 0.0 -0.395
C 0.94762 3.67934 0.79738 0.0 0.0 0.0 -0.772
C 0.48520 2.38024 0.68670 0.0 -0.1 0.0 -0.441
N 1.11678 1.32819 1.21851 0.0 0.1 0.1 0.017
H 3.68346 2.95060 2.64767 0.0 0.0 0.0 0.457
H 2.51326 4.90488 1.62338 0.0 0.0 0.0 0.397
H 0.39594 4.48944 0.34138 0.0 0.0 0.0 0.474
H -0.42533 2.15844 0.14068 0.0 0.0 0.0 0.682
```
Positions in Å, forces in eV/Å.

As for the HOMO-LUMO gap: 7.193 eV. The energy above the lowest of the compared OMol25 structures with the same formula, charge and spin is 13.1 kcal/mol. The largest force on an atom is 1.21 eV/Å. The net charge is 0.

***

(2)
Entry from OMol25: a 2-piece molecular cluster, CH2O3S overall in a non-equilibrium geometry (the ωB97M-V functional and the def2-TZVPD basis).

The geometry in XYZ format:
```
7
Properties=species:S:1:pos:R:3:forces:R:3:mulliken_charge:R:1
O -0.36009 -1.34026 -0.62088 -1.1 1.2 1.5 -0.477
C -0.88426 -0.24003 -0.56082 1.4 -0.4 -2.8 0.168
O -1.20944 0.51108 0.50401 -0.2 -1.3 -0.5 -0.371
H -0.99376 0.25139 -1.59052 -0.5 0.2 1.7 0.337
H -1.11100 -0.09693 1.25867 0.1 0.3 0.2 0.338
O 1.61236 0.80849 0.59590 1.9 -0.9 -0.2 -0.265
S 2.94619 0.10626 0.41364 -1.8 0.9 0.2 0.270
```
Positions in Å, forces in eV/Å.

As for the HOMO-LUMO gap (alpha / beta): 7.768 / 7.823 eV. The energy above the lowest of the compared OMol25 structures with the same formula, charge and spin is 20.9 kcal/mol. The largest force on an atom is 3.18 eV/Å. The net charge is 0. The structure (SMILES) is O=CO.O=S.

***

(3)
Entry from OMol25: C30H82AsF6N4O28P6 as an isolated structure in a non-equilibrium geometry (the ωB97M-V functional and the def2-TZVPD basis).

The geometry in XYZ format:
```
157
Properties=species:S:1:pos:R:3:forces:R:3:mulliken_charge:R:1
As 0.76578 -0.13788 -1.26040 1.0 -0.2 0.5 2.036
F 1.14177 -1.19508 0.13920 -0.7 1.2 -0.4 -0.507
F 1.83997 1.15071 -0.55352 -0.9 -1.4 -0.9 -0.520
F 0.55208 0.86803 -2.75524 0.0 -1.3 1.6 -0.513
F -0.33972 -1.47260 -1.76393 0.7 1.7 -0.1 -0.511
F -0.58204 0.72763 -0.46031 0.9 -1.0 -0.7 -0.496
F 2.14940 -0.99645 -2.00631 -1.1 1.1 0.0 -0.492
C 4.23985 -6.24400 3.41189 2.6 -3.2 -1.5 0.259
O 5.38641 -6.75717 3.24268 -2.6 1.9 0.9 -0.643
N 3.13876 -6.96040 3.03005 -1.3 0.9 -0.3 0.108
C 1.77194 -6.43525 3.23021 0.5 -1.2 0.5 -0.867
C 3.19370 -8.34888 2.52253 0.7 0.8 0.2 -0.902
H 4.07459 -5.23883 3.82964 -0.1 -0.2 -0.1 0.252
H 1.15088 -6.57725 2.34578 0.3 0.6 -0.3 0.276
H 1.76272 -5.43062 3.65297 0.1 0.0 -0.4 0.253
H 1.28879 -7.09946 3.94680 -0.1 0.1 0.4 0.342
H 4.19104 -8.51182 2.11404 0.0 -0.2 0.5 0.296
H 2.91914 -9.02163 3.33502 0.4 -0.2 0.0 0.328
H 2.52053 -8.58259 1.69771 -0.4 0.7 0.0 0.298
C -3.59197 8.53854 -0.47332 1.7 -1.0 2.5 0.142
O -3.45156 8.88415 0.71775 -0.5 -0.2 -2.8 -0.595
N -2.84520 7.51200 -1.02287 -2.4 1.2 -2.4 0.114
C -3.35941 6.90648 -2.30012 0.4 0.8 1.0 -0.953
C -1.83809 6.82144 -0.33486 1.5 -1.0 0.7 -0.977
H -4.27791 8.95217 -1.22870 -0.2 0.3 0.4 0.275
H -2.64052 6.95769 -3.11784 0.4 -0.4 0.3 0.290
H -4.18850 7.49395 -2.69459 -0.3 -0.1 0.4 0.345
H -3.67240 5.89038 -2.05998 0.0 0.0 -0.4 0.350
H -2.20063 6.18789 0.47463 -0.1 0.2 0.3 0.328
H -1.30940 6.13205 -0.99313 -0.2 0.0 -0.3 0.384
H -1.05354 7.48966 0.02020 -0.3 0.1 0.4 0.299
C 4.84237 7.96802 -2.30987 0.1 0.4 -0.9 0.069
O 5.41509 8.98749 -2.01419 1.2 0.6 0.8 -0.587
N 3.61776 8.01846 -2.83116 -3.0 -1.0 -2.2 0.072
C 2.98102 6.78069 -3.39863 2.0 -0.2 1.1 -0.846
C 2.97213 9.29942 -3.08275 0.0 0.6 1.4 -0.899
H 5.31938 6.97572 -2.31002 -0.2 -0.1 0.3 0.337
H 1.90805 6.76738 -3.59010 0.2 0.6 0.4 0.257
H 3.26125 6.06419 -2.62649 -0.7 -0.6 -0.2 0.334
H 3.51768 6.42715 -4.27903 -0.2 0.3 -0.4 0.330
H 1.88330 9.25360 -3.10398 0.0 -0.7 -0.1 0.309
H 3.18913 9.87460 -2.18265 0.1 0.4 -0.2 0.329
H 3.27644 9.89561 -3.94302 0.5 -0.4 -0.2 0.295
C -2.25402 -1.29482 -7.23104 1.0 -3.8 -2.3 0.185
O -1.43641 -1.80817 -8.05927 -2.4 1.9 2.3 -0.617
N -3.32860 -2.04116 -6.73872 -0.5 2.2 0.8 0.095
C -4.15078 -1.47302 -5.59380 0.5 -1.1 -2.0 -1.013
C -3.82180 -3.33359 -7.20580 1.6 -0.1 0.4 -0.898
H -2.16868 -0.25602 -6.87632 -0.1 -0.3 0.2 0.271
H -5.17198 -1.82995 -5.72746 -0.2 0.4 -0.3 0.368
H -4.11744 -0.39165 -5.72657 0.1 -0.1 0.9 0.350
H -3.85225 -1.96119 -4.66608 0.5 0.8 0.3 0.321
H -2.95712 -3.91543 -7.52501 -0.1 -0.2 0.1 0.327
H -4.26974 -3.77381 -6.31493 0.0 -0.4 -0.3 0.369
H -4.52018 -3.35232 -8.04247 -0.2 0.6 0.1 0.244
C -6.82994 2.36680 1.55805 0.0 -0.3 -1.0 -0.698
O -8.20682 2.89215 1.60135 0.1 0.1 -0.4 -0.255
P -8.57382 4.44943 1.52757 3.3 2.3 0.7 1.000
O -7.72055 5.25779 2.45228 -1.4 -1.1 -1.4 -0.702
O -8.33937 4.95768 -0.02113 0.2 -0.7 1.5 -0.313
C -8.80865 4.18200 -1.09348 -1.6 -0.7 -0.9 -0.661
O -10.14055 4.62633 1.78114 1.5 -0.5 -1.3 -0.251
C -10.75212 3.76015 2.66575 -2.3 -1.8 1.2 -0.704
H -5.99098 3.01323 1.81567 -0.7 0.5 0.9 0.355
H -6.54704 2.11228 0.53663 -0.6 0.0 -0.4 0.272
H -6.81424 1.40968 2.07938 -0.2 0.4 0.4 0.256
H -8.15289 3.49673 -1.63060 1.0 0.1 0.8 0.271
H -9.18739 4.79970 -1.90778 -0.1 0.5 0.3 0.285
H -9.64501 3.56830 -0.75884 -0.2 -0.1 -0.1 0.279
H -10.94380 4.16616 3.65898 0.4 0.4 -0.1 0.283
H -10.33636 2.76150 2.79969 0.9 0.3 -0.2 0.299
H -11.72854 3.48379 2.26783 -0.3 0.4 -0.2 0.282
C 6.81527 0.32092 4.26016 0.6 0.2 -0.4 -0.597
O 7.52239 -0.93896 4.14494 2.0 0.2 0.0 -0.271
P 9.18271 -0.93775 4.07770 -0.6 0.8 -0.6 0.988
O 9.78700 -2.28828 4.22115 -0.8 1.9 0.1 -0.661
O 9.43500 -0.15104 2.66271 1.3 -0.7 1.4 -0.282
C 10.81987 0.02503 2.13879 -1.2 -0.4 -0.8 -0.671
O 9.72022 0.24870 5.12925 -1.1 -1.2 -1.9 -0.297
C 9.73306 -0.01868 6.51122 0.2 -1.1 0.7 -0.741
H 6.76964 0.57493 5.31917 0.0 0.3 -0.2 0.230
H 5.81848 0.30985 3.81927 0.0 -0.9 0.2 0.290
H 7.31013 1.07558 3.64885 0.3 0.2 0.4 0.283
H 11.37286 0.84477 2.59740 -0.3 -0.1 0.3 0.271
H 10.63903 0.22580 1.08281 0.0 0.5 0.1 0.263
H 11.40278 -0.89408 2.07927 -0.2 -0.2 0.8 0.318
H 9.15773 -0.90525 6.77784 -0.4 -0.1 -0.2 0.328
H 9.32478 0.80800 7.09261 0.3 0.2 -0.3 0.268
H 10.74685 -0.30456 6.79158 0.1 0.5 0.3 0.283
C -4.52397 -4.06693 2.54087 0.2 -0.4 0.8 -0.650
O -5.63402 -4.09797 3.52694 0.5 0.1 -0.7 -0.283
P -5.40877 -4.88829 4.87516 -1.4 -0.5 0.2 0.968
O -4.59606 -6.09442 4.78801 -0.3 -0.6 -0.1 -0.693
O -6.92510 -5.13545 5.46203 1.1 0.4 -0.5 -0.335
C -7.74023 -4.09103 6.00572 0.1 1.2 -0.3 -0.694
O -4.77337 -3.83530 5.83580 0.4 0.6 0.9 -0.206
C -4.25349 -4.24248 7.13347 0.7 0.3 -0.7 -0.672
H -4.85889 -4.36166 1.54636 -0.5 0.2 0.3 0.248
H -3.77527 -4.79762 2.84688 0.0 0.0 0.0 0.307
H -4.04515 -3.08778 2.53069 -0.4 0.0 0.0 0.278
H -8.78215 -4.16207 5.69352 0.1 -0.8 0.1 0.309
H -7.49328 -3.09152 5.64784 0.6 0.0 -0.4 0.302
H -7.65742 -3.97831 7.08671 0.0 -0.7 0.1 0.275
H -3.19934 -4.51436 7.07916 0.2 0.3 -0.6 0.257
H -4.67846 -5.17195 7.51239 -0.8 0.5 0.2 0.327
H -4.30724 -3.31265 7.69972 -0.4 -0.6 0.6 0.260
C 9.14230 4.53599 -6.79955 0.3 -1.2 0.1 -0.693
O 7.78207 4.68935 -7.23079 -1.2 -0.9 -0.7 -0.254
P 7.04723 3.55382 -8.16851 -0.4 -0.6 0.5 0.943
O 7.70588 3.24160 -9.44755 -0.2 0.3 0.8 -0.685
O 5.52155 4.11640 -8.32305 2.7 -0.6 2.2 -0.242
C 4.82849 3.99097 -9.52718 -0.9 0.1 -0.5 -0.667
O 6.87833 2.18611 -7.27156 1.1 1.9 -1.7 -0.283
C 5.98549 2.03089 -6.20616 -0.8 -1.0 0.5 -0.603
H 9.26391 3.60643 -6.24347 -0.2 -0.2 0.1 0.304
H 9.44346 5.32324 -6.10843 -0.4 0.3 -0.4 0.251
H 9.83499 4.43255 -7.63476 -0.2 0.5 -0.2 0.306
H 4.77248 2.98943 -9.95364 0.7 -0.1 0.0 0.318
H 5.27536 4.71311 -10.21049 -0.6 -0.2 -0.4 0.277
H 3.80041 4.18102 -9.21892 -0.1 0.6 -0.5 0.236
H 6.47394 2.20718 -5.24780 -0.2 0.7 0.0 0.245
H 5.71824 0.97493 -6.16579 0.1 -0.1 -0.2 0.252
H 5.04426 2.54534 -6.39987 0.2 0.4 0.4 0.296
C 1.94363 4.75956 5.53803 0.3 -0.8 0.6 -0.739
O 0.86666 3.81203 5.21309 0.5 1.3 0.6 -0.195
P -0.54243 4.01990 5.95105 -0.8 -0.9 -0.2 0.996
O -1.27035 5.27655 5.70321 0.8 -1.2 0.4 -0.684
O -1.29966 2.69468 5.40407 0.2 0.0 0.6 -0.349
C -0.83275 1.29074 5.48384 1.2 1.8 0.1 -0.601
O -0.24645 3.81306 7.53930 -0.1 0.1 -0.1 -0.347
C 0.26431 2.58416 8.10038 0.6 0.6 -0.8 -0.573
H 2.77957 4.13959 5.86196 0.2 -0.1 -0.4 0.286
H 1.76736 5.38000 6.41671 -0.7 0.1 -0.1 0.324
H 2.25100 5.40806 4.71762 -0.5 -0.4 -0.2 0.273
H 0.25585 1.34431 5.49699 0.1 -0.2 -0.3 0.295
H -1.12504 0.76554 4.57454 -0.4 0.1 0.4 0.312
H -1.08664 0.85106 6.44837 -0.7 -0.1 -0.4 0.226
H 1.00728 2.23417 7.38372 -0.4 -0.9 -0.1 0.298
H -0.56275 1.92258 8.35804 0.2 -0.2 -0.3 0.212
H 0.87713 2.73051 8.98983 -0.4 0.8 0.2 0.264
C -0.33252 -8.23070 -3.48298 -1.2 1.0 -1.3 -0.645
O -0.92920 -9.45928 -3.20838 -2.0 -3.3 0.7 -0.300
P -2.33113 -9.99430 -3.88576 1.8 0.9 0.3 0.966
O -2.36302 -9.80769 -5.35514 -0.7 0.3 1.6 -0.663
O -2.38595 -11.55134 -3.46703 1.9 2.6 2.0 -0.275
C -3.20279 -12.31771 -4.21842 -2.1 -2.1 -2.1 -0.757
O -3.48127 -9.30840 -2.95573 0.6 0.0 -1.5 -0.247
C -3.58916 -9.66959 -1.59502 0.1 -0.5 1.3 -0.610
H -0.84890 -7.46442 -2.90482 0.4 0.2 0.2 0.270
H -0.61623 -8.06727 -4.52264 0.8 0.7 -0.3 0.323
H 0.74748 -8.24075 -3.33606 -0.3 -0.2 0.1 0.219
H -3.58039 -13.19859 -3.69922 0.6 -0.1 0.5 0.278
H -2.69092 -12.65101 -5.12119 -0.1 0.0 -0.1 0.287
H -4.13436 -11.83620 -4.51577 0.0 0.5 -0.2 0.337
H -4.37980 -9.15282 -1.05101 -0.4 0.3 -0.8 0.279
H -2.71695 -9.40877 -0.99559 0.5 -0.2 -0.4 0.286
H -3.78815 -10.73819 -1.51383 0.1 0.0 0.1 0.253
```
Positions in Å, forces in eV/Å.

As for the HOMO-LUMO gap: 9.038 eV. The largest force on an atom is 4.55 eV/Å. The net charge is -1.